(1)
Computed, not measured: C55H64Ge2O7S5Sn as an isolated structure at a distorted geometry, with ωB97M-V/def2-TZVPD.

orbital gap: 6.175 eV
E_LUMO: 3.7532 eV
total charge: -2

XYZ file:
```
134
C55H64Ge2O7S5Sn, DFT ωB97M-V/def2-TZVPD
Sn 8.873 12.537 17.350
O 6.138 10.756 19.434
C 7.273 10.484 19.053
O 7.758 10.684 17.853
C 8.230 9.792 19.993
C 7.761 8.643 20.640
C 8.604 7.900 21.445
C 9.916 8.310 21.633
C 10.368 9.461 21.027
C 9.541 10.247 20.202
S 10.206 11.766 19.608
H 6.743 8.353 20.453
H 8.246 7.007 21.934
H 10.584 7.718 22.248
H 11.383 9.813 21.196
C 14.634 19.237 10.593
C 14.577 17.893 11.262
C 15.033 17.693 12.550
C 14.972 16.437 13.161
C 15.581 16.242 14.511
C 14.376 15.362 12.500
C 13.904 15.549 11.196
C 13.258 14.444 10.445
C 14.038 16.800 10.589
C 14.552 13.974 12.984
C 15.767 13.431 12.580
C 16.112 12.127 12.878
C 15.168 11.372 13.542
C 13.965 11.896 14.004
C 13.620 13.241 13.756
Ge 11.968 14.076 14.577
S 11.580 13.004 16.403
S 12.016 16.295 15.089
Ge 9.807 16.100 14.482
S 8.327 15.287 15.764
S 10.336 14.389 13.017
C 9.147 17.886 13.862
C 8.759 18.166 12.542
C 8.169 19.395 12.231
C 7.963 20.387 13.193
C 8.361 20.101 14.482
C 8.922 18.880 14.825
C 9.235 18.663 16.269
C 8.240 18.293 17.174
C 6.795 18.160 16.802
C 8.597 18.023 18.495
C 9.903 18.123 18.940
C 10.321 17.686 20.324
C 10.862 18.582 18.063
C 10.552 18.863 16.731
C 11.600 19.454 15.808
C 8.920 17.191 11.422
C 10.021 17.320 10.576
C 11.076 18.367 10.832
C 10.165 16.454 9.511
C 9.241 15.446 9.262
C 9.436 14.451 8.143
C 8.139 15.346 10.108
C 7.987 16.181 11.205
C 6.808 16.010 12.132
C 13.131 10.888 14.726
C 12.053 10.292 14.076
C 11.672 10.693 12.684
C 11.299 9.345 14.756
C 11.555 8.990 16.078
C 10.562 8.169 16.838
C 12.684 9.521 16.677
C 13.473 10.461 16.033
C 14.605 11.120 16.781
H 15.133 19.993 11.216
H 13.625 19.580 10.375
H 15.130 19.175 9.622
H 15.452 18.524 13.113
H 16.026 17.168 14.909
H 16.354 15.469 14.468
H 14.834 15.867 15.238
H 13.891 13.561 10.425
H 13.044 14.762 9.440
H 12.290 14.192 10.899
H 13.675 16.917 9.567
H 16.447 14.072 12.018
H 17.029 11.697 12.534
H 15.377 10.335 13.757
H 7.890 19.582 11.199
H 7.539 21.342 12.926
H 8.242 20.832 15.281
H 6.592 18.472 15.773
H 6.164 18.757 17.490
H 6.464 17.106 16.888
H 7.832 17.645 19.181
H 9.455 17.392 20.897
H 10.834 18.502 20.849
H 11.001 16.845 20.254
H 11.899 18.694 18.399
H 12.601 19.342 16.234
H 11.367 20.514 15.650
H 11.589 18.978 14.828
H 10.628 19.363 10.979
H 11.767 18.408 10.000
H 11.661 18.124 11.729
H 11.034 16.548 8.860
H 10.190 14.779 7.433
H 8.517 14.278 7.565
H 9.753 13.481 8.562
H 7.382 14.590 9.921
H 6.130 15.254 11.734
H 6.272 16.952 12.281
H 7.118 15.688 13.114
H 12.538 10.786 12.046
H 11.166 11.674 12.663
H 10.968 9.958 12.245
H 10.460 8.876 14.225
H 9.848 7.712 16.158
H 10.030 8.822 17.525
H 11.008 7.412 17.477
H 12.897 9.307 17.717
H 14.727 10.681 17.775
H 14.388 12.191 16.894
H 15.551 11.062 16.267
O 6.868 14.282 18.628
H 7.403 14.352 19.449
H 7.244 14.945 18.036
O 10.249 15.114 18.449
H 9.760 15.408 17.653
H 10.861 14.463 18.025
O 5.657 13.142 15.739
H 5.707 13.121 16.696
H 6.427 13.663 15.471
O 8.571 10.817 15.237
H 8.237 10.175 15.884
H 9.517 10.617 15.099
O 8.793 14.531 20.817
H 9.402 14.849 20.129
H 8.999 13.580 20.793
```

***

(2)
Computed, not measured: C7H7NO2 in the gas phase at a distorted geometry, with ωB97M-V/def2-TZVPD.

orbital gap (spin up / spin down): 7.288 / 8.016 eV
E_LUMO (spin up / spin down): -0.0306 / -0.1871 eV

XYZ file:
```
17
C7H7NO2, DFT ωB97M-V/def2-TZVPD
C -0.198 -1.859 1.700
C -0.493 -1.509 0.530
C 2.339 -0.132 -0.289
C -0.766 1.652 0.180
C -0.709 0.573 -0.859
C 0.503 1.307 -0.428
C -0.963 -0.894 -0.540
N 1.518 0.677 0.412
O 3.271 -0.811 0.055
O -1.643 -1.462 -1.627
H 0.135 -2.201 2.569
H -1.294 2.548 0.059
H -1.014 1.234 1.229
H -1.246 0.625 -1.763
H 1.026 1.988 -1.099
H 1.396 0.661 1.440
H -1.861 -2.396 -1.570
```

***

For reference, E by record: -9020.44256, -475.94918 a.u..
For reference, energy above the lowest of the compared OMol25 structures with the same formula, charge and spin by record: 0.00, 146.66 kcal/mol.